Below is C21H40P2Sn as an isolated structure in a non-equilibrium geometry, with properties calculated with ωB97M-V/def2-TZVPD.

Each line ends with the Mulliken charge.
Positions of all 64 atoms, in Å:
H (5.479610, -4.177539, -4.764538)  0.57
H (2.755437, -3.987174, 0.602243)  0.54
H (0.618800, 1.682265, 0.532107)  0.27
H (-5.905647, 0.372782, 3.053822)  0.36
H (3.439633, -2.118623, -5.741493)  0.35
H (2.229445, -2.649387, -2.546978)  -1.62
H (-0.793888, -3.420944, -1.178215)  0.49
C (4.771684, -4.212443, -3.925912)  -1.27
H (3.041872, 0.201202, -2.381969)  0.42
H (1.327939, 2.167230, -1.057193)  0.30
H (-3.164927, 3.001649, 3.016370)  0.39
H (0.674577, -5.347544, -5.054387)  0.39
Sn (-1.205833, 1.200165, -1.460429)  0.20
C (0.347348, -1.798500, -2.146146)  1.64
H (2.655854, -6.998413, -2.344475)  0.52
C (3.303935, -0.800332, -0.591700)  -0.65
C (3.549605, -5.062884, -4.289619)  -1.35
H (0.089543, 3.227547, -0.256241)  0.41
H (1.815420, -6.051694, -1.071443)  0.33
H (3.965762, 0.023178, -0.285945)  0.44
H (3.547316, -5.748754, -1.418064)  0.36
H (-5.087057, -0.677974, 1.874335)  0.39
C (0.954206, -3.095600, -0.058208)  -0.65
C (4.319962, -1.733278, -5.211775)  -1.56
C (-4.143774, 2.542314, 2.816629)  -1.54
H (5.233396, -2.012668, -5.751370)  0.47
C (0.164653, -2.889074, -1.122565)  -0.43
P (4.383139, -2.440723, -3.529666)  1.36
C (6.022085, -1.908579, -2.920605)  -1.46
C (2.577025, -6.015905, -1.859931)  -1.52
H (-3.833312, 0.349800, 4.450837)  0.36
H (-2.255415, 0.794847, 3.762243)  0.38
H (5.305125, -4.616070, -3.050293)  0.38
C (1.822165, -1.619620, -2.554207)  -0.19
C (-2.531052, 1.021619, 0.131290)  -1.25
C (2.764980, -0.703004, -1.821932)  -0.09
H (1.816216, -1.315657, -3.614395)  0.59
C (0.802081, -5.768197, -4.046392)  -1.34
H (-3.057236, -0.717325, 3.257424)  0.38
C (-5.282903, 0.367963, 2.148708)  -1.55
H (3.810182, -6.127737, -4.224867)  0.50
H (4.247352, -0.641102, -5.140633)  0.36
H (-0.226278, -2.108661, -3.042976)  0.59
H (0.494773, -3.425852, 0.883463)  0.37
H (3.200670, -4.858366, -5.312762)  0.43
C (3.150219, -1.870683, 0.431098)  -0.77
H (-0.095434, -0.801758, -1.851168)  -2.08
C (-3.221514, 0.329139, 3.540318)  -1.49
H (-4.744631, 2.618610, 3.731274)  0.36
H (1.095737, -6.825633, -4.113393)  0.40
C (-3.944654, 1.074342, 2.405597)  1.92
H (5.940034, -0.887622, -2.522830)  0.38
H (6.348005, -2.584887, -2.115777)  0.35
C (2.446060, -3.154654, -0.063108)  0.52
H (2.620150, -1.497430, 1.327212)  0.37
P (2.091118, -4.815323, -3.163328)  1.57
H (-0.140416, -5.675142, -3.489042)  0.36
C (0.436061, 2.196997, -0.420157)  -1.29
C (-3.152315, 1.034360, 1.187620)  0.47
H (2.826449, -3.405296, -1.064533)  -0.75
H (-4.639676, 3.109922, 2.020905)  0.38
H (4.164169, -2.143898, 0.779969)  0.42
H (-5.836730, 0.845895, 1.333261)  0.38
H (6.743997, -1.938877, -3.750259)  0.41

Cartesian forces, eV/Å:
H 0.1 -0.4 0.1
H -0.3 0.4 -0.3
H 0.1 0.3 -0.2
H 0.1 0.1 -0.2
H 0.2 0.1 0.1
H -0.6 1.3 -0.2
H -0.2 0.8 0.6
C 0.3 0.3 -0.3
H 0.0 -0.3 0.2
H -0.2 0.1 0.2
H -0.3 -0.1 -0.1
H -0.1 -0.2 0.3
Sn 0.1 0.5 -1.2
C 0.5 -0.6 -0.8
H 0.1 0.0 0.3
C -0.3 0.8 -0.7
C -0.2 -0.3 0.1
H 0.3 -0.2 0.1
H 0.2 0.0 -0.1
H -0.3 -0.3 -0.1
H -0.3 0.0 -0.1
H -0.1 0.3 0.0
C -0.3 -1.0 0.0
C 0.3 0.0 -0.1
C 0.1 0.2 0.0
H -0.2 0.2 -0.2
C -0.9 1.0 0.6
P 0.4 -0.8 0.5
C 0.3 0.1 -0.4
C -0.1 -0.3 -0.1
H 0.1 0.0 -0.2
H -0.1 -0.1 -0.1
H -0.2 0.0 -0.2
C -0.4 -0.4 -0.3
C -0.6 0.0 1.9
C -0.2 0.6 0.9
H 0.1 -0.1 0.3
C 0.1 -0.3 0.0
H 0.0 0.2 0.1
C -0.2 -0.1 0.0
H 0.0 0.1 -0.3
H 0.0 -0.2 -0.1
H 0.3 0.4 0.3
H 0.1 -0.7 -0.6
H 0.2 0.0 0.2
C 0.2 -0.7 0.3
H 0.2 -1.2 0.1
C 0.1 -0.1 0.0
H 0.1 -0.1 -0.2
H -0.2 0.2 -0.1
C -0.4 -0.1 0.6
H 0.1 -0.3 -0.1
H -0.1 0.3 -0.2
C 0.9 0.9 0.5
H 0.2 0.0 -0.3
P 0.3 -0.1 -0.1
H 0.2 -0.1 -0.2
C -0.2 -0.4 0.1
C 0.8 0.0 -1.4
H -0.1 0.1 0.5
H 0.1 -0.1 0.1
H -0.3 0.1 -0.1
H 0.1 -0.1 0.1
H 0.1 0.1 0.4


Below is a 4-piece molecular cluster, C21H41BO18S4 overall in a non-equilibrium geometry, with properties calculated with ωB97M-V/def2-TZVPD.

Each line ends with the Mulliken charge.
Positions of all 85 atoms, in Å:
H (-1.107087, 0.420917, -4.764797)  0.34
C (-0.964462, -1.029206, 3.452443)  1.20
O (-1.517943, 0.434352, -8.271570)  -0.62
H (-2.390933, -0.474451, 2.018138)  0.16
O (4.921267, 4.156559, -3.259091)  -0.31
H (1.007423, 4.370327, -0.709913)  0.15
H (-4.691124, -0.031435, -6.852344)  0.31
S (-2.370055, 0.084634, -7.178798)  1.26
H (-4.946677, -2.112638, 1.978158)  0.37
C (-0.964051, 0.654842, 5.329920)  -0.79
H (-2.965618, -0.219176, 3.643366)  0.48
C (0.123105, 3.806979, -0.431480)  -0.19
C (0.227971, 0.044669, -1.456362)  -1.03
H (4.034205, -7.589685, 2.925896)  0.39
C (-3.016855, -2.289208, 2.956952)  -0.82
C (-2.388938, -0.889805, 3.021522)  -1.07
H (1.038133, -0.191368, -0.771281)  0.35
S (-0.714454, 1.369099, -0.782712)  1.01
O (2.917775, 3.147269, -4.261751)  -0.67
C (-0.160759, -2.039318, 2.686698)  0.32
H (6.184916, 5.097960, -4.527907)  0.27
C (1.092075, -0.727084, 4.669484)  -0.11
H (-0.357044, 5.156822, 1.168066)  0.43
O (-6.611199, -3.785649, 3.504114)  -0.63
H (0.607278, 0.345196, -2.430212)  0.29
H (3.613576, 6.580335, -3.778107)  0.28
H (1.781050, -6.952328, 3.988744)  0.28
O (-4.605806, -3.883206, 4.977755)  -0.47
H (-4.186295, -0.557582, -8.482597)  0.37
H (-1.685199, 2.037727, -4.401266)  0.20
H (4.987091, 7.234205, -4.674954)  0.39
H (4.467391, 1.548582, -2.578140)  0.37
H (0.525448, 3.705611, 1.684775)  0.27
H (2.937413, 1.784929, -1.681827)  0.10
H (-0.677581, 4.100918, -1.111292)  0.35
O (-0.242286, -2.161513, 1.478480)  -0.67
O (2.137167, -4.953332, 3.607549)  -0.43
C (-4.547736, -2.231379, 2.974030)  -0.90
O (-0.746422, -0.834612, 7.074861)  -0.33
H (-0.669894, 1.654829, 5.032177)  0.22
S (-5.189786, -3.800791, 3.500983)  1.21
C (-4.047903, 0.184929, -7.700273)  -0.94
H (-4.584024, -4.815255, 5.226687)  0.36
O (-4.537665, -4.816026, 2.730089)  -0.60
H (-1.706150, -0.913135, 7.185155)  0.31
O (-1.157749, 1.000572, 0.525247)  -0.47
H (-2.047520, 0.582190, 5.350380)  0.44
H (2.078173, -2.654613, 5.172599)  0.54
H (5.156240, 6.798305, -2.963101)  0.26
H (-2.732907, -2.735984, 2.014386)  0.46
O (-1.651727, 1.840572, -1.755521)  -0.65
C (-0.245586, 4.083825, 1.013151)  -1.10
O (-2.412566, 1.284711, -6.139982)  -0.28
H (0.670464, 2.208958, -5.067419)  0.19
C (0.776314, -2.850020, 3.519037)  0.31
C (1.386477, -2.176100, 4.500492)  -0.59
H (4.319558, -5.829909, 2.799745)  0.31
H (1.995821, -6.548182, 2.276148)  0.29
H (4.421418, 2.610717, -1.134727)  0.35
C (2.335464, -6.344674, 3.283621)  -0.19
C (3.824049, -6.617682, 3.351270)  -1.19
O (-0.041451, -5.113869, 2.646740)  -0.50
H (-0.438332, -0.809398, -1.554299)  0.40
C (4.693153, 6.517175, -3.908583)  -0.97
O (0.468991, 2.419496, -0.657022)  -0.08
C (3.870888, 2.246765, -1.997858)  -0.72
H (-1.183885, 3.600229, 1.285045)  0.26
O (2.717303, 4.565405, -2.238195)  -0.66
C (-1.319681, 1.398365, -5.201145)  -0.32
H (4.153225, -6.548249, 4.380903)  0.29
O (1.948108, 0.105163, 4.906615)  -0.59
C (-0.082221, 2.008264, -5.830398)  -0.79
O (-0.500488, 0.499709, 6.671235)  -0.25
S (3.448320, 3.615253, -3.018312)  1.29
H (4.598172, 4.790536, -5.216385)  0.32
H (-0.908104, -4.887003, 2.984361)  0.27
H (0.354906, 1.341421, -6.573197)  0.33
O (-2.160453, -1.136758, -6.463177)  -0.65
H (-0.330366, 2.942129, -6.334027)  0.31
H (-4.233285, 1.182255, -8.089004)  0.31
H (-2.643129, -2.924303, 3.751497)  0.58
C (-0.342260, -0.373228, 4.441935)  0.32
B (0.967784, -4.392919, 3.235949)  0.60
H (-4.880562, -1.443290, 3.638779)  0.45
C (5.118108, 5.120659, -4.316151)  -0.36

Cartesian forces, eV/Å:
H -0.1 -0.1 -0.1
C 0.0 0.5 0.3
O 0.1 -0.2 -0.1
H 0.0 0.2 -0.2
O -0.1 -0.1 0.1
H 0.1 -0.2 -0.1
H 0.0 0.0 0.0
S -0.3 0.3 0.2
H -0.3 0.2 -0.2
C 0.4 -0.4 0.3
H 0.0 0.1 0.3
C -0.1 0.7 0.2
C 0.1 0.0 -0.1
H 0.2 -0.2 0.0
C -0.4 0.4 -0.5
C 0.2 -0.4 -0.4
H 0.0 0.0 0.0
S 0.6 -0.1 -0.2
O -0.2 0.1 -0.1
C 0.3 0.1 -0.4
H 0.0 -0.2 0.1
C 0.5 0.6 0.1
H 0.1 0.0 -0.1
O -0.3 0.2 0.4
H 0.0 0.0 0.0
H 0.0 0.0 0.0
H -0.2 -0.2 0.1
O -0.1 0.4 0.2
H 0.1 0.0 0.0
H -0.2 0.0 -0.1
H 0.1 0.0 0.0
H 0.0 0.0 0.0
H 0.1 0.1 0.0
H 0.0 0.1 0.0
H 0.0 -0.2 0.0
O -0.2 -0.1 0.5
O -0.1 -0.4 -0.4
C 0.7 -0.4 0.8
O 0.2 -0.5 -0.1
H 0.1 0.3 0.1
S 0.0 0.0 -1.2
C -0.1 0.0 0.0
H 0.1 -0.2 0.1
O 0.3 -0.2 0.1
H -0.1 0.3 0.1
O -0.3 0.1 0.1
H -0.3 0.0 -0.3
H 0.4 0.0 0.1
H 0.1 0.0 0.0
H 0.2 -0.3 -0.1
O -0.2 0.1 0.1
C -0.1 -0.3 0.0
O -0.1 -0.1 -0.1
H 0.0 0.0 0.0
C 0.1 0.0 0.2
C -0.2 -0.3 -0.2
H 0.3 0.0 -0.3
H -0.4 0.0 -0.2
H 0.0 0.0 0.0
C 0.7 0.2 0.0
C -0.6 0.4 0.3
O 0.3 -0.5 0.4
H 0.0 0.0 0.1
C -0.2 -0.1 0.1
O 0.0 -0.1 -0.1
C 0.1 -0.1 0.0
H 0.0 0.0 0.0
O -0.2 0.1 -0.1
C 0.5 0.2 0.3
H 0.2 -0.2 0.2
O -0.6 -0.6 0.1
C 0.0 -0.2 -0.2
O -0.2 0.5 0.0
S 0.4 -0.2 0.2
H -0.1 -0.1 0.1
H -0.3 0.2 -0.4
H 0.0 0.0 0.0
O 0.2 -0.1 0.0
H 0.0 0.0 0.1
H 0.0 0.0 0.0
H 0.0 0.0 0.3
C -0.4 -0.4 -0.5
B -0.1 0.6 0.0
H -0.4 0.0 0.1
C 0.1 0.5 -0.4

Output
SMILES = CCOB(O)C1=CC(=O)C(COO)=C(CCCS(=O)(=O)O)C1=O.CCOS(C)(=O)=O.CCOS(C)(=O)=O.CCOS(C)(=O)=O


Below is a 2-piece molecular cluster, C21H41ClNO4 overall in a non-equilibrium geometry, with properties calculated with ωB97M-V/def2-TZVPD.

Each line ends with the Mulliken charge.
Positions of all 68 atoms, in Å:
H (-3.881481, 2.025857, -5.172143)  0.31
H (1.533078, -2.401076, 4.115769)  0.40
H (-4.400802, -1.327967, -1.155162)  0.32
O (2.818358, -3.581548, 2.068009)  -0.40
C (1.943183, -0.742645, -2.017214)  -0.72
C (1.216013, 1.700371, -1.106922)  0.26
C (2.368108, 0.787740, -1.778986)  -0.72
C (3.121845, -3.708561, 3.449238)  -0.64
H (3.321886, 0.917747, -1.162569)  0.27
H (-0.933246, -2.130426, 0.683882)  0.23
C (-2.652118, 0.128635, -4.424421)  0.31
Cl (-5.667509, 4.375989, -3.089673)  -0.17
C (1.058395, -1.379427, -0.811203)  0.27
C (-3.760790, -0.416708, -0.850373)  -1.02
C (-0.480100, -1.334209, -1.345612)  0.29
H (5.081706, -0.141797, 3.722754)  0.38
H (2.819924, 3.272741, -0.951453)  0.34
H (1.768916, -0.983134, 2.260350)  0.48
O (-1.695286, -0.037101, -5.198001)  -0.56
O (-6.601870, 3.213033, -0.870294)  -0.48
H (3.438809, -1.373990, 1.702773)  0.39
H (-3.619336, 2.411807, -2.763075)  0.43
C (-3.251557, 0.350392, -2.159151)  0.97
H (-3.138880, -1.198210, 1.148616)  0.35
C (2.833664, -0.792681, 2.394741)  -1.36
H (0.097488, 3.344233, 0.624351)  0.26
H (3.127652, -4.385691, 1.624229)  0.29
H (-2.130168, 0.224827, 0.599545)  0.20
C (4.718290, -1.144827, 3.952685)  -0.91
H (1.638317, 4.291949, 0.970374)  0.23
H (-2.409190, 1.019029, -1.730958)  -0.13
H (1.350510, 3.699561, -2.073300)  0.31
C (-2.615321, -0.753639, 0.216139)  -0.67
H (-0.642049, -0.252435, -1.686324)  -0.54
C (-4.202508, 1.422340, -2.893512)  -0.04
H (3.047905, 0.267543, 2.239870)  0.58
C (2.614883, -2.500824, 4.237668)  -0.48
O (-2.898172, -0.594199, -3.193319)  -0.40
C (-3.909987, 1.126908, -4.471406)  -0.68
H (-6.096996, 0.664625, -1.822788)  0.33
H (0.242191, 1.712616, -1.728388)  -0.10
C (1.683687, 3.267609, -1.054527)  -0.40
H (1.435805, -2.443474, -0.647249)  0.38
H (2.624938, -4.607614, 3.826302)  0.42
C (-1.545424, -1.847861, -0.259778)  -0.70
H (-2.062965, -2.833552, -0.571193)  0.30
H (1.019657, 1.380656, -0.016401)  0.05
H (4.200209, -3.844443, 3.570993)  0.40
H (-0.594197, -1.973039, -2.302089)  0.36
H (1.558031, -0.075439, 4.619595)  0.36
H (1.108222, -0.767437, 0.151429)  -0.63
H (2.912872, -0.334799, 5.767125)  0.41
H (0.363717, 4.966964, -0.218820)  0.29
C (-5.760000, 1.503934, -2.520496)  -0.61
H (4.976289, -1.419964, 4.976144)  0.36
N (3.215063, -1.147045, 3.821741)  0.05
H (-4.503114, 0.296123, -0.318405)  0.36
H (5.138830, -1.858110, 3.244866)  0.37
H (2.842584, -2.632191, 5.298965)  0.39
C (0.904770, 4.013470, 0.142687)  -0.97
H (1.341941, -0.818608, -2.996545)  0.34
H (2.555100, 1.238585, -2.826153)  0.24
H (3.065922, 0.879769, 4.461321)  0.38
C (2.642349, -0.086219, 4.739616)  -0.89
C (-6.089384, 2.972329, -1.982186)  0.49
H (-6.340114, 1.368698, -3.508256)  0.40
H (-4.759814, 0.407369, -4.762373)  0.32
H (2.891269, -1.382560, -2.191060)  0.33

Cartesian forces, eV/Å:
H 0.2 -1.3 1.1
H 0.1 0.0 0.0
H 1.2 1.2 0.5
O 0.1 0.0 0.0
C 0.4 -0.1 0.4
C 0.7 0.9 -0.1
C -1.0 0.5 -0.7
C 0.1 0.0 -0.3
H -1.2 -0.4 -0.8
H -1.0 0.4 -1.4
C 0.9 0.6 -0.8
Cl -0.2 -1.3 0.7
C -0.6 0.1 -1.7
C -0.9 0.6 -0.1
C 0.3 -0.5 -0.1
H -0.1 -0.1 0.0
H -1.6 0.4 -0.1
H 0.2 -0.1 0.0
O -3.8 0.2 3.2
O 2.2 -0.9 -4.7
H -0.3 -0.1 0.1
H -1.6 -1.2 0.3
C -0.8 0.7 1.2
H 0.7 0.7 -1.5
C 0.3 0.2 0.2
H 1.3 0.9 -0.9
H -0.2 0.3 0.0
H -0.5 -1.5 -0.9
C -0.4 -0.1 0.0
H -1.0 -0.2 -1.1
H -0.6 -1.4 -1.2
H 0.9 -0.5 1.7
C -0.5 -0.7 0.3
H 0.0 -1.6 0.7
C 1.4 0.8 -1.1
H -0.1 -0.1 0.1
C 0.2 0.1 -0.5
O 1.7 1.1 -0.9
C -0.6 -1.5 0.8
H 0.5 1.6 -0.6
H 1.5 -0.4 1.1
C -1.1 -1.1 -0.2
H -0.8 1.3 0.1
H 0.0 0.2 0.4
C 0.5 0.3 0.8
H 0.7 1.8 0.3
H 0.1 0.3 -1.7
H 0.0 0.0 0.2
H 0.4 1.0 1.5
H 0.1 0.0 0.0
H 0.1 -0.9 -1.3
H -0.1 0.0 -0.1
H 1.0 -1.5 0.6
C 0.4 0.7 -1.3
H 0.0 0.0 -0.1
N -0.1 0.0 0.0
H 1.2 -1.0 -0.8
H -0.1 0.1 0.1
H 0.0 0.0 -0.2
C 0.0 0.2 -0.1
H 0.8 0.2 1.6
H 0.0 -0.6 1.7
H -0.1 -0.1 0.0
C 0.2 -0.4 -0.2
C -1.9 -0.3 3.9
H 0.7 0.3 1.5
H 1.2 1.1 -0.1
H -1.4 1.1 0.3

Output
energy above the lowest of the compared OMol25 structures with the same formula, charge and spin = 359.7 kJ/mol
total charge = +1


Number 1: orbital gap 7.2 eV. Number 2: orbital gap 8.9 eV. Number 3: orbital gap 9.4 eV.